79
Properties=species:S:1:pos:R:3:forces:R:3:mulliken_charge:R:1 method="wB97M-V/def2-TZVPD" s_squared=0.754 homo_ev="-12.509 / -12.509" orbital_gap_ev="9.37 / 3.16" total_charge=+1 spin_multiplicity=2 lumo_ev="-3.14 / -9.35"
C 3.0496 0.0968 -5.1212 -0.082 -0.606 -1.157 -0.74
N 1.8148 0.7994 -4.7696 -2.372 2.608 2.645 0.70
O 1.5486 1.8584 -5.3341 0.998 -1.385 -0.408 -0.48
O 1.0988 0.4432 -3.8119 1.461 -0.945 -1.276 -0.36
H 3.1854 -0.8453 -4.5900 -0.262 0.329 0.177 0.26
H 3.9030 0.7713 -5.0510 -0.289 0.036 0.165 0.28
H 2.8553 -0.0969 -6.1761 0.528 -0.239 -0.096 0.31
C 1.9436 3.7047 -0.7833 1.022 0.291 -0.040 -0.55
N 0.9537 3.9231 -1.8582 -0.637 0.543 1.810 0.88
O 0.4071 4.9956 -1.9519 0.482 1.092 -0.163 -0.56
O 0.5509 2.9349 -2.3659 -0.697 -2.441 -1.874 -0.43
H 1.3909 4.0143 0.1037 0.557 0.070 0.121 0.28
H 2.8482 4.2756 -0.9926 -0.303 0.405 0.336 0.34
H 2.2473 2.6582 -0.7580 -0.460 0.177 -0.062 0.01
C 5.4528 1.3068 -1.0150 0.180 -0.141 -0.800 -0.63
N 5.9272 2.6752 -0.5752 0.207 -1.574 1.372 0.96
O 7.0893 2.9005 -0.8196 -0.437 0.827 -0.106 -0.51
O 5.1637 3.3426 0.1233 0.601 -0.252 -1.020 -0.55
H 6.2740 0.6084 -1.1760 0.422 0.476 0.617 0.38
H 5.1178 1.4314 -2.0448 -0.822 0.123 0.266 0.31
H 4.7568 0.8719 -0.2977 -0.160 0.490 -0.345 0.03
C -4.1518 -3.6312 0.6704 -1.368 0.245 -0.102 -0.84
N -2.7815 -3.7949 0.2178 1.813 -0.262 0.140 0.82
O -2.5394 -4.3017 -0.8829 -0.148 1.131 2.162 -0.48
O -1.9501 -3.4174 1.0792 -0.651 -0.725 -1.994 -0.38
H -4.2360 -2.6648 1.1673 0.139 -0.115 -0.145 0.32
H -4.3658 -4.4069 1.4056 0.111 -0.067 -0.157 0.32
H -4.8422 -3.6910 -0.1710 0.200 -0.125 0.079 0.31
C -3.3462 -1.9431 -4.2295 -0.079 -0.095 -0.259 -0.76
N -3.6965 -0.5490 -4.7231 -0.935 0.290 1.336 0.95
O -2.7998 0.2483 -4.9048 -0.348 -0.539 -0.331 -0.47
O -4.9065 -0.2793 -4.7144 1.624 -0.455 -0.432 -0.55
H -3.9600 -2.0970 -3.3420 0.032 -0.040 -0.269 0.25
H -2.2898 -2.0350 -3.9768 -0.159 0.428 -0.210 0.22
H -3.5947 -2.6807 -4.9925 -0.179 0.265 -0.040 0.36
C 0.9304 -3.9734 -1.8492 -0.444 0.081 -0.181 -0.41
N 2.3181 -3.7075 -2.4447 0.530 0.893 1.163 0.95
O 2.4864 -3.6417 -3.6516 -0.630 -0.348 0.825 -0.56
O 3.2010 -3.4709 -1.6115 -1.100 -0.504 -1.029 -0.52
H 0.1385 -3.6384 -2.5191 0.428 -0.082 -0.383 0.28
H 0.7956 -3.4391 -0.9088 0.666 0.044 -0.101 -0.14
H 0.7579 -5.0256 -1.6225 0.532 -0.025 -0.267 0.41
C 0.1307 -3.9353 3.2559 -0.373 -0.442 -0.407 -0.75
N 1.0108 -4.1786 2.0807 -0.251 -0.160 -0.548 1.02
O 1.8912 -3.4050 1.7955 0.469 1.045 0.630 -0.57
O 0.7390 -5.1256 1.3975 -0.373 -1.248 -0.387 -0.52
H 0.6707 -4.2254 4.1572 0.044 0.638 -0.030 0.34
H -0.7140 -4.6118 3.1262 0.141 0.138 0.046 0.30
H -0.2163 -2.9118 3.1146 0.257 -0.017 0.684 0.17
C -2.6724 3.0402 -0.1710 1.342 -0.280 -0.224 -0.56
N -3.6494 3.6063 0.7923 -2.852 -0.353 1.434 0.87
O -4.8099 3.9224 0.4916 2.485 -0.452 -0.816 -0.50
O -3.3233 3.6004 1.9815 0.847 0.001 -0.497 -0.53
H -2.9611 2.0947 -0.6300 -0.999 0.500 -0.219 0.20
H -1.7944 2.7139 0.3866 -0.102 0.502 0.419 0.15
H -2.3184 3.7776 -0.8914 -0.567 0.020 -0.095 0.35
Br -2.4243 -0.7120 -1.2712 0.997 0.421 0.618 -0.22
C -0.4451 -0.4996 -1.1450 0.723 0.545 0.659 -0.19
C 0.1445 -0.5791 0.3145 -0.911 -0.922 -1.100 0.24
Br 2.0314 0.0776 0.3175 -1.351 -0.529 0.173 -0.08
H -0.1319 0.4737 -1.5228 -0.674 0.092 -0.296 0.15
H -0.0769 -1.2255 -1.8699 0.193 -0.099 0.524 0.12
H 0.0876 -1.5998 0.6927 0.664 -0.114 -0.191 -0.20
H -0.4963 -0.0508 1.0204 0.359 0.720 -0.220 0.22
C -2.4863 3.2394 5.9776 0.249 0.131 -0.596 -1.20
C -1.7553 2.0198 5.4434 -0.702 1.929 0.404 -0.02
O -0.4507 2.3459 4.9607 -0.962 -2.019 0.000 0.01
C 0.0647 1.1940 4.2717 3.142 0.403 -0.417 0.11
C 1.5424 1.3981 4.0157 0.962 0.474 -0.630 -1.38
H -1.8327 3.8631 6.5874 -0.037 -0.145 0.118 0.35
H -2.8191 3.8339 5.1268 -0.109 0.090 0.043 0.31
H -3.3627 2.9400 6.5524 0.133 -0.076 -0.017 0.38
H -1.6143 1.3151 6.2629 0.290 -0.581 0.068 0.35
H -2.2651 1.5549 4.5996 -0.184 -0.418 0.073 0.37
H 0.1139 0.2653 4.8402 -1.213 0.077 0.893 0.30
H -0.4967 0.9637 3.3662 -0.432 0.452 -0.063 0.31
H 1.9895 0.4673 3.6669 -0.238 -0.107 -0.230 0.37
H 2.1470 1.6565 4.8850 -0.545 -0.047 0.460 0.40
H 1.8069 2.1667 3.2895 -0.391 -0.047 -0.229 0.31

***

69
Properties=species:S:1:pos:R:3:forces:R:3:mulliken_charge:R:1 method="wB97M-V/def2-TZVPD" homo_ev=-5.912 orbital_gap_ev=7.90 total_charge=-1 lumo_ev=1.99
N -2.3487 -5.0472 0.1351 -0.653 0.956 0.304 -0.67
C -2.0045 -3.6053 -0.1707 0.591 0.150 -0.141 0.56
N -1.4677 -2.9176 1.0969 -0.043 -0.833 -1.086 -0.36
N -0.9307 -3.6526 -1.2790 -0.930 0.576 0.696 -0.69
C -3.2267 -2.7035 -0.7770 1.442 -0.121 -0.942 -1.02
S -4.8907 -2.9672 0.1264 -2.268 3.773 4.918 1.07
O -5.3470 -1.4983 0.4815 1.641 -4.536 -2.117 -0.67
O -4.7358 -3.6882 1.4883 0.026 0.909 -4.562 -0.62
N -5.9130 -3.7669 -1.0330 -0.791 0.575 2.365 -0.36
S -7.5976 -3.7385 -0.6190 -2.817 4.899 -5.489 0.85
O -8.1671 -2.3705 -0.1808 2.370 -4.578 -0.163 -0.53
O -8.3781 -4.1150 -1.9414 3.287 0.036 4.590 -0.61
Br -8.2372 -5.2647 0.8969 0.414 0.094 -0.047 -0.15
H -3.2093 -5.3650 -0.4080 1.582 0.738 1.097 0.29
H -2.5340 -5.1785 1.1663 -0.141 0.620 -1.743 0.31
H -1.2412 -1.9215 0.8828 -0.108 -1.314 0.111 0.17
H -0.5988 -3.4165 1.4173 -1.083 0.806 -0.623 0.18
H -0.7479 -2.6863 -1.6488 0.067 -1.276 0.810 0.28
H -0.0678 -4.0982 -0.8990 -1.007 0.733 -0.368 0.29
H -2.8890 -1.5676 -0.6944 -1.327 -2.345 0.139 0.26
H -3.3177 -2.9319 -1.9240 -0.129 0.198 2.309 0.45
C 3.7450 -2.0238 5.7386 -0.187 -0.212 0.255 -0.68
O 2.5829 -2.6633 6.2625 0.171 0.298 -0.416 -0.38
C 1.3774 -2.1428 5.6976 -0.128 -0.613 0.124 -0.55
C 0.8159 -3.0805 4.6240 0.096 0.601 -0.151 -0.50
O 1.6736 -3.1306 3.4796 0.127 -0.284 0.334 -0.20
C 2.4678 -4.3120 3.4504 -0.074 0.180 -0.119 -0.89
H 4.6184 -2.6100 6.0328 -0.139 0.010 0.046 0.24
H 3.7153 -1.9610 4.6490 -0.035 0.024 -0.009 0.27
H 3.8340 -1.0215 6.1668 0.079 0.094 -0.093 0.33
H 1.5346 -1.1333 5.2978 0.016 -0.157 -0.064 0.31
H 0.6488 -2.0688 6.5138 0.028 -0.003 -0.100 0.38
H -0.1478 -2.6881 4.2833 0.016 -0.035 0.038 0.36
H 0.6450 -4.0854 5.0294 0.108 0.132 0.012 0.38
H 1.8464 -5.1666 3.1676 0.058 -0.104 0.051 0.33
H 2.9446 -4.5050 4.4159 -0.064 0.014 -0.023 0.36
H 3.2482 -4.1812 2.6971 -0.135 0.064 0.020 0.24
C 1.4555 -0.5650 0.4709 -0.157 -0.168 -0.217 -0.87
O 0.8250 -0.2460 -0.7680 0.229 0.313 0.284 -0.35
C 0.5508 1.1513 -0.8919 0.057 -0.251 -0.592 -0.63
C 1.5785 1.8422 -1.7938 -0.067 0.196 0.610 -0.18
O 2.8748 1.8545 -1.1878 -0.062 -0.410 -0.285 -0.39
C 3.7367 0.8617 -1.7345 -0.067 0.184 0.189 -0.68
H 1.8360 -1.5867 0.4064 -0.137 0.077 -0.035 0.18
H 2.2889 0.1070 0.6851 -0.020 0.053 -0.003 0.47
H 0.7197 -0.5143 1.2782 0.101 0.006 0.141 0.38
H 0.5035 1.6315 0.0935 0.122 -0.035 -0.122 0.36
H -0.4390 1.2422 -1.3552 0.083 0.044 0.035 0.36
H 1.2806 2.8868 -1.9307 -0.051 -0.029 -0.008 0.17
H 1.6136 1.3706 -2.7836 -0.023 -0.070 0.150 0.32
H 4.0704 1.1711 -2.7291 0.035 -0.107 -0.087 0.33
H 3.2453 -0.1137 -1.7962 -0.009 0.068 -0.021 0.26
H 4.6098 0.7708 -1.0841 -0.107 0.108 -0.025 0.25
C -1.1255 6.0276 -3.4409 0.110 -0.209 0.175 -0.80
O 0.1435 5.4086 -3.2402 -0.058 0.347 -0.386 -0.29
C 0.9847 5.5125 -4.3912 0.310 -0.040 0.558 -0.44
C 2.0366 6.6121 -4.2141 -0.459 0.108 -0.409 -0.56
O 1.4310 7.9082 -4.1806 0.060 -0.298 0.397 -0.38
C 1.3288 8.4232 -2.8570 -0.049 0.032 -0.204 -0.71
H -1.6207 6.1119 -2.4711 0.118 -0.093 -0.072 0.25
H -1.0247 7.0259 -3.8714 0.028 -0.009 -0.033 0.33
H -1.7377 5.4005 -4.0949 -0.091 0.088 -0.050 0.31
H 0.3905 5.6763 -5.2988 0.074 0.103 0.121 0.35
H 1.4989 4.5499 -4.4982 -0.003 0.074 -0.018 0.36
H 2.7100 6.5971 -5.0773 -0.014 -0.036 0.019 0.38
H 2.6399 6.4385 -3.3145 -0.162 -0.034 -0.043 0.31
H 2.3146 8.7464 -2.5106 0.004 -0.007 0.133 0.33
H 0.9175 7.6835 -2.1639 0.055 0.012 -0.052 0.31
H 0.6628 9.2889 -2.8772 0.090 -0.085 -0.110 0.25

***

88
Properties=species:S:1:pos:R:3:forces:R:3:mulliken_charge:R:1 method="wB97M-V/def2-TZVPD" homo_ev=-11.960 orbital_gap_ev=7.53 total_charge=+1 lumo_ev=-4.43
N -8.1618 -3.2409 -2.0328 -0.224 -0.186 -0.010 -0.42
C -7.5163 -2.3659 -1.6635 0.403 0.317 -0.149 0.49
O -6.7865 -1.3459 -1.3168 -0.099 -0.229 0.109 0.12
N -7.5425 -0.5452 -0.3761 -0.139 0.149 0.558 -0.48
C -7.0477 0.7697 -0.4273 -0.142 0.563 -0.014 0.52
N -6.0597 1.0548 0.4030 0.364 -0.817 -0.948 -0.07
C -4.9929 2.0162 0.0562 -0.151 0.319 0.179 -1.14
C -4.3292 1.6501 -1.2665 0.405 0.301 0.145 -0.32
O -4.2282 0.2325 -1.2737 -0.089 0.090 -0.187 -0.34
C -3.3574 -0.3167 -2.1646 0.512 -0.196 -0.109 0.02
O -3.3700 -1.4780 -2.4051 -0.175 -0.073 0.123 -0.45
N -7.6253 1.6606 -1.2186 -0.173 -0.038 0.309 -0.21
P -8.8255 1.2194 -2.4558 -0.067 -0.309 -0.708 0.07
N -8.1948 0.4508 -3.6283 -0.189 0.031 0.397 -0.58
H -8.5360 -0.6152 -0.5903 0.000 -0.072 -0.174 0.27
H -5.6986 0.1928 0.8024 -0.083 0.133 0.351 0.34
H -5.3936 3.0314 0.0310 0.042 -0.044 0.024 0.35
H -4.2713 1.9745 0.8704 -0.058 -0.018 -0.022 0.48
H -4.8786 2.0139 -2.1397 -0.145 -0.198 0.060 0.30
H -3.3398 2.1202 -1.2825 -0.031 -0.079 -0.003 0.61
H -2.6100 0.3803 -2.5721 -0.211 0.185 0.005 0.49
H -7.3621 2.6353 -1.1205 0.069 -0.049 0.029 0.31
H -9.8162 0.6080 -1.6772 -0.056 0.259 0.129 0.13
H -9.2768 2.5190 -2.7022 0.162 0.145 0.187 0.12
H -8.6136 -0.4607 -3.7845 0.160 0.011 -0.213 0.33
C -0.3489 -0.9285 -0.1100 -0.016 -0.043 -0.089 -0.51
N -0.6954 0.4833 0.2059 -0.011 0.047 0.031 1.02
O -0.9074 1.2483 -0.7247 -0.139 -0.056 -0.068 -0.57
O -0.7692 0.7954 1.3710 -0.057 -0.024 0.012 -0.56
H -0.3306 -1.0415 -1.1870 0.036 0.020 0.000 0.32
H 0.6234 -1.1423 0.3268 -0.022 0.036 0.059 0.01
H -1.1196 -1.5438 0.3472 0.032 -0.011 0.044 0.33
C 4.6817 -0.3348 -0.3680 0.137 0.042 0.196 -0.30
N 3.3344 -0.9359 -0.1971 -0.058 -0.085 0.057 1.10
O 2.9458 -1.1968 0.9215 0.009 0.020 0.011 -0.59
O 2.6797 -1.1486 -1.2051 0.043 -0.002 -0.116 -0.59
H 5.1323 -0.2255 0.6112 -0.040 -0.014 0.006 -0.03
H 5.2564 -1.0083 -0.9966 -0.041 0.023 -0.063 0.12
H 4.5474 0.6221 -0.8636 -0.033 -0.039 -0.071 0.28
C 8.0827 -3.5396 -1.9195 0.030 -0.064 -0.078 -0.72
N 7.7918 -2.1248 -1.5721 -0.016 0.037 0.037 0.89
O 7.6160 -1.3330 -2.4721 -0.037 -0.014 -0.011 -0.53
O 7.7371 -1.8511 -0.3879 -0.005 -0.017 0.050 -0.48
H 8.0907 -3.6326 -2.9984 -0.014 0.035 0.000 0.29
H 9.0467 -3.7866 -1.4845 -0.014 0.007 0.035 0.29
H 7.2941 -4.1346 -1.4713 0.025 -0.025 0.014 0.26
C 8.0888 -1.9530 3.4997 0.025 0.075 -0.015 -0.81
N 6.6872 -2.1288 3.0317 0.029 -0.055 -0.092 0.80
O 6.1439 -1.1819 2.5011 0.019 0.000 -0.018 -0.40
O 6.1737 -3.2110 3.2200 0.001 0.001 0.006 -0.55
H 8.3995 -0.9433 3.2601 -0.008 -0.003 -0.013 0.30
H 8.0934 -2.1380 4.5703 0.003 -0.036 -0.006 0.34
H 8.6928 -2.6933 2.9843 -0.009 -0.025 0.025 0.31
C 5.0676 0.2649 4.9900 -0.046 -0.138 0.029 -0.57
N 5.4841 0.5954 6.3785 0.011 0.048 0.003 0.95
O 5.8459 -0.3121 7.0986 0.024 -0.006 -0.012 -0.56
O 5.4395 1.7658 6.6988 -0.020 0.005 0.000 -0.57
H 5.1495 -0.8058 4.8546 -0.034 0.001 0.051 0.25
H 4.0399 0.5940 4.8702 0.022 0.064 -0.031 0.30
H 5.7195 0.8056 4.3112 -0.030 0.019 -0.012 0.19
C -11.3950 -3.0367 -2.5381 -0.164 -0.034 0.046 -0.77
N -11.1935 -1.5958 -2.2317 0.094 0.011 -0.151 0.97
O -11.1224 -1.2499 -1.0656 0.177 -0.029 0.085 -0.55
O -11.0802 -0.8288 -3.1691 -0.040 -0.160 0.032 -0.55
H -11.4661 -3.5715 -1.5994 0.015 0.009 0.001 0.32
H -12.3079 -3.1135 -3.1219 0.014 0.021 -0.030 0.28
H -10.5385 -3.3586 -3.1229 -0.009 0.016 0.005 0.34
C 2.7582 -4.6690 -1.1027 0.020 0.012 0.088 -0.68
N 3.7500 -4.0424 -2.0184 -0.007 0.028 0.000 0.91
O 4.8795 -3.8741 -1.5934 0.020 0.084 0.004 -0.51
O 3.3689 -3.7384 -3.1231 0.020 -0.034 -0.010 -0.53
H 3.2501 -4.8748 -0.1598 0.009 0.011 -0.003 0.31
H 1.9476 -3.9554 -0.9869 -0.011 -0.007 -0.030 0.18
H 2.4054 -5.5763 -1.5837 -0.033 0.026 -0.026 0.31
C 4.3488 4.1235 2.5325 0.171 0.026 0.020 -0.82
N 4.6002 2.6596 2.4647 0.011 0.009 0.023 0.90
O 5.7524 2.2797 2.4065 -0.004 -0.012 -0.040 -0.52
O 3.6307 1.9263 2.4719 0.011 0.024 -0.035 -0.47
H 5.3079 4.6271 2.5334 0.010 -0.024 0.023 0.33
H 3.7576 4.3978 1.6665 -0.033 -0.087 0.085 0.33
H 3.7965 4.3150 3.4474 -0.066 -0.017 -0.035 0.31
C 1.7844 6.6041 -1.2335 0.014 -0.082 -0.011 -0.70
N 2.1671 6.8724 0.1806 0.022 0.035 0.015 0.85
O 2.4870 5.9237 0.8730 -0.095 0.083 -0.092 -0.55
O 2.1354 8.0227 0.5487 -0.019 0.000 -0.001 -0.50
H 1.8608 5.5383 -1.4100 0.003 0.001 0.010 0.31
H 0.7688 6.9653 -1.3628 0.016 0.042 -0.012 0.27
H 2.4662 7.1691 -1.8619 -0.023 0.032 0.002 0.29

***

61
Properties=species:S:1:pos:R:3:forces:R:3:mulliken_charge:R:1 method="wB97M-V/def2-TZVPD" s_squared=8.752 homo_ev="-15.259 / -16.347" orbital_gap_ev="10.18 / 11.17" total_charge=+2 spin_multiplicity=6 lumo_ev="-5.08 / -5.18"
Mn -0.0922 -0.3732 0.0677 0.352 0.403 0.702 1.60
C 1.1917 3.1557 1.9058 0.652 0.482 -0.834 -1.11
C 0.0669 2.2018 2.1206 0.212 0.108 -0.620 -0.21
O -0.3702 1.6007 0.9109 0.892 -1.783 0.342 -0.27
H 2.0730 2.7110 1.4044 -0.602 0.114 0.273 0.06
H 1.5066 3.4914 2.8701 0.367 0.394 0.680 0.45
H 0.8884 4.0516 1.3377 0.056 -0.376 0.141 0.33
H -0.7784 2.7369 2.5100 -0.387 0.031 0.806 0.46
H 0.4008 1.3753 2.7402 -0.204 0.105 0.347 0.12
H -0.9403 2.1035 0.3343 -0.745 0.752 -0.520 0.40
C 3.1750 1.2189 -2.5093 1.141 -0.132 0.492 -1.61
C 2.4967 0.3177 -1.4846 -0.894 0.473 -0.379 0.31
C 3.0172 0.4755 -0.0545 0.403 -0.199 -0.005 -1.18
O 2.2222 -0.2435 0.8996 -0.285 0.117 -0.666 0.32
C 2.9111 -0.5433 2.1482 2.077 1.663 -2.765 -0.85
N 1.0119 0.5278 -1.6188 0.674 -0.741 1.698 -0.42
H 2.8697 2.2522 -2.4343 -0.215 0.354 0.337 0.41
H 2.9685 0.9214 -3.5219 -0.225 -0.376 -0.362 0.41
H 4.2671 1.2106 -2.4013 -0.181 -0.050 0.028 0.41
H 2.6645 -0.7288 -1.7500 0.005 0.025 -0.045 0.16
H 3.1981 1.4973 0.2708 -0.497 0.342 -0.076 0.46
H 4.0172 0.0606 -0.0881 0.376 -0.400 0.109 0.57
H 3.7035 -1.2723 1.9252 -0.276 0.001 0.303 0.28
H 2.1660 -0.9133 2.7542 -1.243 -0.652 1.745 0.19
H 3.4173 0.4012 2.4563 -0.578 -0.729 0.428 0.31
H 0.7426 1.4649 -1.8677 -0.090 0.083 -0.361 0.13
H 0.6410 -0.1959 -2.1933 -0.266 0.104 -1.282 0.40
C -4.0966 -0.2970 -2.0328 0.068 0.292 -1.658 -1.41
C -2.7387 0.3144 -1.7032 0.296 -0.847 -0.182 0.35
C -2.8474 1.8449 -1.7611 1.532 -0.711 0.173 -0.98
O -1.7646 2.4445 -1.0348 -0.200 0.409 -0.956 -0.55
C -1.7751 3.8927 -1.1763 -0.379 -0.813 1.884 -0.86
N -2.2814 -0.2513 -0.4121 -1.245 0.151 1.791 -0.57
H -4.8207 -0.1672 -1.2178 0.192 0.186 -0.236 0.39
H -4.0548 -1.3670 -2.2999 0.176 0.396 0.249 0.44
H -4.4332 0.2262 -2.9575 -0.330 -0.440 0.675 0.41
H -1.9129 -0.0242 -2.3493 -0.684 0.268 -0.628 0.03
H -3.7697 2.1698 -1.3289 -0.816 0.300 0.195 0.54
H -2.7632 2.1477 -2.8131 -0.339 -0.041 0.164 0.39
H -2.7992 4.2082 -1.0391 -0.364 0.342 -0.230 0.37
H -1.3876 4.2369 -2.1175 0.405 0.062 -0.288 0.28
H -1.2561 4.2372 -0.2610 0.180 0.242 -0.916 0.27
H -2.6603 -1.2138 -0.3486 0.363 0.483 -0.374 0.30
H -2.8933 0.2011 0.3050 0.948 -0.222 -0.232 0.34
C 0.1187 -4.9024 -0.1570 0.199 0.600 -1.182 -1.47
C -0.2146 -3.4171 0.1061 -0.717 -0.521 -1.253 0.21
C -0.2361 -3.1089 1.5696 1.626 0.271 0.965 -0.87
O -0.3613 -1.7213 1.8354 -0.353 1.188 -0.659 0.03
C -0.6030 -1.3620 3.2106 1.706 0.181 -0.074 -0.92
N 0.6102 -2.4461 -0.6569 0.903 -0.179 0.894 -0.47
H -0.6908 -5.5674 0.0785 -0.394 -0.173 0.644 0.42
H 1.0086 -5.1520 0.3996 0.270 -0.366 0.208 0.38
H 0.3062 -5.1563 -1.2343 -0.013 0.717 0.799 0.40
H -1.1862 -3.1582 -0.2351 -1.336 -0.384 -0.499 0.06
H 0.7090 -3.4407 2.0140 0.063 -0.129 0.168 0.41
H -1.0320 -3.5717 2.1001 -0.761 -0.980 0.107 0.52
H 0.2714 -1.7207 3.8162 -0.832 0.457 -0.308 0.36
H -1.5003 -1.7865 3.5786 -0.935 -0.713 0.270 0.35
H -0.7178 -0.2711 3.2603 0.265 -0.418 -0.076 0.16
H 1.5336 -2.5664 -0.2686 0.728 0.489 0.372 0.19
H 0.8035 -2.7601 -1.6010 -0.737 -0.213 -0.320 0.37